Formula: C66H164N10O9
Source: the Open Molecules 2025 dataset
Level of theory: wB97M-V/def2-TZVPD

```
249
Properties=species:S:1:pos:R:3
C 20.4989 16.7221 21.5072
C 20.7049 15.6834 20.3901
C 19.7578 15.8455 19.1141
N 19.9611 14.8136 18.0094
C 19.7418 13.2817 18.5196
C 18.2368 13.0438 18.9818
C 17.1778 13.4297 17.9579
C 17.4395 14.8643 17.3090
C 18.9227 15.1372 16.8779
C 21.3131 14.9929 17.2734
H 19.5079 16.6186 21.9492
H 20.5674 17.7273 21.0913
H 21.2457 16.6553 22.2984
H 20.6139 14.6541 20.7368
H 21.6825 15.8224 19.9286
H 19.8757 16.8020 18.6047
H 18.7421 15.7673 19.5020
H 20.4757 13.0264 19.2841
H 20.0814 12.6718 17.6825
H 18.0198 13.6262 19.8772
H 18.1658 11.9930 19.2627
H 16.1662 13.3790 18.3605
H 17.1651 12.6573 17.1889
H 17.1272 15.7062 17.9268
H 16.7539 14.9726 16.4685
H 18.9827 16.1420 16.4596
H 19.1228 14.4294 16.0736
H 22.0592 15.0740 18.0639
H 21.4729 15.8883 16.6728
H 21.6068 14.0721 16.7694
C 10.9367 15.2393 12.6582
C 12.1389 15.1390 11.7171
O 13.1699 14.4647 11.9021
N 12.0524 16.1339 10.5326
H 11.9957 17.0680 10.9124
H 13.0078 16.0695 10.2115
C 10.9048 15.9922 9.5543
H 10.9850 16.1702 13.2232
H 10.8869 14.5272 13.4819
H 9.9406 15.1740 12.2204
H 10.9066 16.8302 8.8573
H 9.9664 16.0561 10.1051
H 11.0019 15.0493 9.0162
C 9.1562 19.4841 16.4392
C 9.4272 18.0391 16.0848
O 10.5530 17.5640 16.0971
N 8.2426 17.1136 15.7900
H 7.7474 16.9819 16.6603
H 7.6112 17.5210 15.1151
C 8.6619 15.7429 15.2553
H 8.5077 19.8336 15.6359
H 10.0807 20.0485 16.5618
H 8.5025 19.5000 17.3113
H 7.8024 15.0963 15.0785
H 9.2370 15.3217 16.0799
H 9.2281 15.9477 14.3467
C 13.9798 21.5528 12.3807
C 15.1609 20.8072 11.9136
O 16.2848 21.2672 12.0404
N 14.9322 19.3888 11.2806
H 14.1122 18.9306 11.6518
H 14.7124 19.4010 10.2949
C 16.2087 18.5490 11.5998
H 13.8700 21.3458 13.4452
H 13.0795 21.1999 11.8777
H 14.0903 22.6372 12.3723
H 16.0231 17.5344 11.2473
H 16.4875 18.7109 12.6410
H 17.0336 18.8255 10.9431
C 21.6994 18.8992 15.9652
C 20.3819 19.6002 15.5730
N 20.4552 20.4706 14.2581
C 21.1234 19.5462 13.1810
C 19.0043 20.8361 13.7740
C 18.1295 21.5732 14.8853
C 21.3792 21.7105 14.5530
C 21.3624 22.8417 13.4033
O 21.7719 22.3933 12.1540
C 21.7021 23.3128 11.1470
H 21.6357 18.2384 16.8297
H 22.6606 19.3961 15.8343
H 21.8315 18.0959 15.2404
H 20.0336 20.2326 16.3896
H 19.6417 18.8058 15.4766
H 20.6121 18.5986 13.3505
H 22.2079 19.4553 13.2401
H 20.7331 19.9783 12.2595
H 18.5259 19.8833 13.5471
H 19.1175 21.3754 12.8336
H 17.2291 22.0290 14.4736
H 18.5872 22.5055 15.2160
H 17.8584 20.8319 15.6371
H 22.3728 21.2636 14.5174
H 21.2468 22.1772 15.5292
H 22.0195 23.6493 13.7259
H 20.3418 23.2245 13.4067
H 20.6587 23.3532 10.8344
H 22.3324 22.9898 10.3184
H 22.0991 24.3092 11.3412
C 8.1223 14.6557 20.4504
C 9.5992 14.6829 20.9746
N 10.5378 15.1914 19.8605
C 11.9629 14.9683 20.3490
C 10.4088 14.2160 18.6097
C 11.5046 14.2806 17.5370
C 10.2703 16.6267 19.3550
C 10.5117 17.7420 20.3662
O 11.8483 17.9001 20.7338
C 12.1237 19.1059 21.4008
H 7.7898 15.6899 20.3607
H 7.5535 14.0749 21.1766
H 7.7855 14.1575 19.5414
H 9.9871 13.6733 21.1096
H 9.7318 15.1523 21.9494
H 12.6022 15.3234 19.5408
H 12.1148 13.9047 20.5329
H 12.0614 15.5268 21.2799
H 9.4572 14.4119 18.1155
H 10.2526 13.1970 18.9638
H 12.4923 14.0350 17.9271
H 11.5068 15.2363 17.0127
H 11.2123 13.5521 16.7807
H 9.2625 16.6630 18.9414
H 10.9882 16.8594 18.5685
H 9.8747 17.7762 21.2501
H 10.0783 18.6284 19.9030
H 11.4223 19.3289 22.2048
H 12.0858 19.9070 20.6626
H 13.1075 18.9483 21.8427
C 13.0961 14.3153 24.2172
C 14.5202 14.6843 24.7087
N 14.8282 16.1702 24.5312
C 16.3598 16.2868 24.8705
C 14.6398 16.6688 23.1082
C 15.3911 15.8527 22.0324
C 14.1365 17.1503 25.6367
C 13.9702 18.7032 25.2563
O 15.1632 19.1742 24.6389
C 15.1079 20.5512 24.3008
H 13.0329 14.2915 23.1294
H 12.2795 14.9506 24.5605
H 12.8249 13.3085 24.5349
H 15.1980 14.0863 24.0996
H 14.7070 14.5689 25.7763
H 16.6609 17.2989 24.5998
H 17.0812 15.6125 24.4092
H 16.4535 16.0432 25.9288
H 15.0796 17.6636 23.0378
H 13.5818 16.8242 22.8969
H 16.4726 15.7191 22.0101
H 15.1626 16.2918 21.0612
H 15.0260 14.8261 22.0018
H 14.6509 16.9296 26.5720
H 13.1225 16.7756 25.7764
H 13.6896 19.3737 26.0686
H 13.1383 18.6552 24.5536
H 14.1378 20.8401 23.8966
H 15.7666 20.8613 23.4896
H 15.2336 21.1868 25.1774
C 16.4436 22.6634 20.9728
C 16.5863 24.1558 20.5205
N 16.5443 24.4258 18.9506
C 16.8947 25.9075 18.7916
C 17.5764 23.4409 18.1642
C 19.0639 23.7629 18.4098
C 15.0884 24.1380 18.5448
C 14.7081 24.4988 17.1198
O 15.3333 23.6441 16.2016
C 15.2372 24.0548 14.8396
H 17.3710 22.0954 20.8987
H 15.5552 22.2347 20.5091
H 16.2565 22.6358 22.0462
H 17.5101 24.5800 20.9136
H 15.8443 24.8307 20.9470
H 16.1340 26.5542 19.2288
H 17.0174 26.1883 17.7456
H 17.8086 26.1276 19.3434
H 17.4193 23.6073 17.0985
H 17.3263 22.4051 18.3937
H 19.7004 23.0711 17.8580
H 19.4192 23.5773 19.4235
H 19.3056 24.8158 18.2650
H 14.4762 24.5642 19.3395
H 15.0100 23.0524 18.6042
H 14.9222 25.5434 16.8942
H 13.6334 24.3787 16.9827
H 16.0094 24.7382 14.4864
H 14.2497 24.4327 14.5746
H 15.3987 23.2020 14.1803
C 13.0400 20.4402 16.9673
C 14.5030 19.9355 17.1238
N 14.6988 18.4416 16.7206
C 14.1316 17.4851 17.8476
C 14.1441 18.2015 15.3105
C 14.4591 16.8481 14.6162
C 16.2728 18.3705 16.4809
C 17.0985 18.6828 17.7586
O 16.8717 17.8843 18.8838
C 17.1288 18.4827 20.1139
H 12.3835 19.9652 17.6963
H 12.6975 20.5054 15.9346
H 13.0078 21.4774 17.3009
H 14.9184 20.0951 18.1188
H 15.0986 20.5346 16.4349
H 13.0416 17.4890 17.8479
H 14.3432 17.9330 18.8185
H 14.5301 16.4718 17.7979
H 14.4104 19.0474 14.6768
H 13.0592 18.2087 15.4157
H 13.8126 16.4152 13.8528
H 14.5047 16.0410 15.3474
H 15.4663 16.7906 14.2033
H 16.5920 18.9774 15.6336
H 16.5233 17.3291 16.2786
H 16.9025 19.7442 17.9104
H 18.1611 18.6095 17.5273
H 18.1463 18.8702 20.0615
H 17.0475 17.7376 20.9053
H 16.4254 19.2710 20.3821
C 12.8907 9.7061 12.8230
C 13.3943 11.1668 13.2566
N 14.1014 11.2902 14.6354
C 15.1799 10.2909 14.7303
C 14.6896 12.7223 14.8301
C 15.8929 13.1112 13.8757
C 12.9770 10.9730 15.6904
C 13.3071 10.6786 17.1616
O 14.0489 11.7317 17.6693
C 14.0027 11.8723 19.1004
H 13.3625 8.8514 13.3076
H 12.8712 9.6363 11.7354
H 11.8397 9.5675 13.0764
H 12.6123 11.9260 13.2704
H 14.1364 11.6035 12.5882
H 14.7049 9.3320 14.9377
H 15.9511 10.5136 15.4678
H 15.5307 10.0944 13.7172
H 15.0324 12.6967 15.8645
H 13.7396 13.2538 14.7748
H 15.7217 12.7970 12.8461
H 16.7965 12.6132 14.2273
H 16.0681 14.1846 13.9486
H 12.5198 10.0363 15.3719
H 12.2271 11.7636 15.6617
H 13.8829 9.7626 17.2936
H 12.3700 10.4568 17.6724
H 12.9646 11.8736 19.4326
H 14.4096 12.8588 19.3227
H 14.6376 11.1116 19.5547
```

Calculated values
- calculated total energy (hartree) = -3832.41846
- F_max (eV/Å) = 5.378
- HOMO level (hartree) = -0.925
- LUMO level (eV) = -20.26
- frontier orbital gap (eV) = 4.8950
- charge = +10